{"formula": "C7H13N3O3", "method": "the ωB97M-V functional and the def2-TZVPD basis", "species": ["O", "O", "O", "C", "C", "C", "N", "N", "N", "C", "C", "C", "C", "H", "H", "H", "H", "H", "H", "H", "H", "H", "H", "H", "H", "H"], "xyz": [[-2.4882, -0.7673, 0.5209], [1.4684, -1.6657, -1.0678], [0.4119, 2.3353, -1.5422], [-2.9172, 0.4018, 0.5441], [2.1587, -0.9664, -0.3091], [-0.2482, 1.4046, -0.9598], [3.2935, -1.4163, 0.2970], [0.2949, 0.4694, -0.2137], [-2.6242, 1.3835, -0.2788], [-4.0612, 0.8244, 1.5337], [3.9892, -2.7097, 0.0791], [1.7501, 0.3927, 0.0633], [-1.6792, 1.2239, -1.3641], [3.7711, -0.7971, 0.9528], [-0.3571, -0.2049, 0.2034], [-3.0535, 2.3160, -0.1675], [-4.8706, 1.2657, 0.8852], [-4.3699, -0.0897, 2.1246], [-3.7392, 1.5819, 2.2126], [3.7612, -2.9786, -0.9307], [5.0884, -2.6165, 0.2054], [3.6214, -3.5698, 0.5656], [2.2674, 1.2037, -0.4246], [1.9002, 0.6156, 1.1221], [-1.6423, 2.0763, -2.1301], [-1.7254, 0.2871, -1.9214]], "forces_ev_per_a": [[0.1, 2.1, -0.3], [1.4, 0.9, 1.0], [-1.4, -2.2, 1.9], [-2.1, -2.2, 2.3], [0.1, -3.0, -1.1], [2.4, 2.4, -2.6], [1.2, -0.3, 1.0], [0.7, -0.1, 1.4], [0.6, 1.7, -1.8], [-0.2, -1.5, -1.1], [0.1, 1.5, -1.3], [-2.3, 1.2, 0.9], [0.9, 1.8, -1.4], [-0.5, -0.2, -0.4], [0.6, 0.0, -0.3], [0.4, -1.2, 0.0], [0.5, -0.7, 0.9], [0.1, 1.2, -0.9], [0.4, 0.6, 0.5], [0.3, 0.0, -1.0], [-0.8, 0.1, 0.0], [-0.6, -0.6, 1.5], [0.0, 0.0, -0.8], [0.1, -0.4, 0.2], [-1.3, -1.1, 1.1], [-0.6, -0.1, 0.4]], "mulliken_charge": [-0.689, -0.632, -0.735, 0.756, 0.721, 0.713, -0.191, -0.045, -0.128, -1.170, -0.886, -0.904, -0.726, 0.249, 0.216, 0.292, 0.322, 0.300, 0.334, 0.311, 0.308, 0.313, 0.401, 0.331, 0.324, 0.216], "gap_ha": 0.36889, "smiles": "CNC(=O)CNC(=O)CNC(C)=O", "e_tot_ev": -18082.986, "homo_ev": -9.41, "de_lowest_kcal_mol": 22.8}

---

{"formula": "C7H13N3O3PtSe", "method": "the ωB97M-V functional and the def2-TZVPD basis", "species": ["Pt", "C", "C", "N", "O", "C", "C", "N", "O", "H", "H", "H", "H", "H", "H", "H", "Se", "C", "N", "C", "C", "O", "H", "H", "H", "H", "H", "H"], "xyz": [[-0.5750, 0.0513, 0.2473], [3.6982, -0.1393, 1.6115], [2.2112, -0.0503, 1.4937], [1.5371, -0.0386, 0.3742], [2.1221, -0.0709, -0.8196], [1.3716, 0.0267, 2.6641], [1.8439, -0.0038, 4.0584], [0.0300, 0.1243, 2.4070], [-0.7716, 0.1990, 3.3096], [4.2284, -0.0480, 0.6663], [3.9752, -1.0988, 2.0537], [4.0713, 0.6467, 2.2678], [3.0942, -0.1080, -0.7362], [2.9250, 0.0091, 4.1395], [1.4574, -0.9035, 4.5518], [1.4136, 0.8357, 4.6126], [-2.1113, -1.8512, 0.1103], [-2.7194, -0.1357, -0.2153], [-3.2620, 0.8776, -0.4711], [-0.4402, 4.5833, -0.0512], [0.3402, 3.2978, 0.0537], [-0.4592, 2.1627, -0.4210], [0.1528, 5.4029, 0.3541], [-1.3730, 4.5313, 0.5120], [-0.6704, 4.8194, -1.0915], [0.6208, 3.0864, 1.0851], [1.2471, 3.3368, -0.5449], [-1.2375, 2.4824, -0.8997]], "forces_ev_per_a": [[-0.2, 0.7, 0.2], [-0.1, 0.0, 0.0], [-0.1, 0.1, 0.1], [0.3, -0.2, -0.2], [0.1, 0.0, 0.0], [0.1, 0.0, 0.1], [-0.1, 0.0, 0.0], [-0.2, -0.1, -0.7], [0.0, 0.0, 0.3], [0.0, 0.0, 0.0], [0.0, 0.0, 0.0], [0.0, 0.0, 0.0], [0.0, 0.0, 0.0], [0.0, 0.0, 0.0], [0.0, 0.0, 0.0], [0.0, 0.0, 0.0], [0.2, -0.1, 0.1], [-0.4, 0.2, -0.1], [0.1, -0.3, 0.1], [-0.2, -0.1, 0.0], [0.2, 0.2, 0.1], [0.2, -0.1, 0.1], [0.0, 0.0, 0.0], [0.0, 0.0, 0.1], [0.0, 0.0, 0.0], [-0.1, -0.1, 0.1], [0.0, -0.1, -0.1], [0.0, 0.0, 0.1]], "mulliken_spin": [1.163, 0.017, 0.004, 0.357, 0.093, 0.194, 0.005, 0.204, 0.525, 0.000, -0.010, -0.006, 0.005, 0.003, 0.028, 0.023, 1.026, -0.212, 0.524, 0.001, -0.004, 0.056, 0.001, 0.000, 0.000, 0.002, 0.002, -0.002], "spin_multiplicity": 5, "gap_ha": [0.30728, 0.24727], "e_tot_ev": -86651.120, "s2": 6.10, "homo_ev": [-16.94, -17.78], "de_lowest_kcal_mol": 14.2, "charge": 2}

---

{"formula": "C7H13N3O5", "method": "the ωB97M-V functional and the def2-TZVPD basis", "species": ["C", "C", "C", "C", "C", "C", "C", "H", "H", "H", "H", "H", "H", "H", "H", "H", "H", "H", "H", "H", "N", "N", "N", "O", "O", "O", "O", "O"], "xyz": [[0.5591, 1.3760, 0.6621], [0.1492, -0.1021, 0.2683], [0.0355, 1.8354, 2.0340], [1.0847, 1.6145, 3.0691], [-0.2707, -1.4857, -1.6958], [-0.4953, -1.2339, -3.2247], [-1.3819, -2.3690, -1.1536], [0.7481, 3.1518, -0.1322], [-0.7913, 2.3982, -0.2747], [1.6081, 1.3404, 0.6396], [-0.7886, 1.2084, 2.3831], [-0.4046, 2.8768, 1.9457], [1.1794, -0.4638, 2.6387], [2.2556, 0.1706, 3.8114], [-0.0684, 0.5687, -1.5887], [0.6626, -2.1019, -1.6654], [-2.1897, -1.7601, -0.8492], [-1.7923, -3.0649, -1.8506], [-0.6896, -2.5423, 0.6501], [-0.3916, -0.0045, -4.5903], [0.2444, 2.2566, -0.3804], [1.5043, 0.3195, 3.1361], [-0.2169, -0.1813, -0.9865], [0.2791, -1.0603, 1.0121], [1.4824, 2.4870, 3.7967], [-1.2306, -2.0072, -3.9441], [-1.0859, -3.1560, -0.0247], [0.0048, -0.0709, -3.6860]], "forces_ev_per_a": [[-1.0, -2.1, 0.8], [1.1, 1.9, 0.9], [-1.0, 0.1, -0.5], [-0.5, -0.5, 0.0], [0.1, -0.4, -1.1], [-3.7, -2.7, -1.5], [-0.4, -0.7, 0.9], [-1.2, -1.0, -0.8], [1.3, 0.6, -0.6], [1.7, -0.3, 0.6], [-0.2, -0.1, -0.3], [1.1, -1.1, 0.4], [-0.8, -0.6, -1.0], [-0.5, 0.0, -0.4], [0.3, 1.9, -0.7], [-0.3, 0.8, 0.4], [-1.1, 1.3, -0.1], [0.2, -0.2, -1.0], [-0.3, -0.8, -0.8], [0.6, 0.1, 0.6], [-1.4, 2.5, -0.6], [1.8, 1.2, 1.9], [-0.2, -3.2, -1.6], [-0.2, -0.2, 0.6], [0.6, 0.6, 0.6], [3.6, 3.5, 2.8], [1.2, 0.4, 0.9], [-0.7, -0.9, -0.6]], "mulliken_charge": [0.164, 0.294, -0.497, 0.307, 0.519, 0.261, -0.861, 0.366, 0.245, 0.542, 0.284, 0.325, 0.214, 0.189, 0.405, 0.190, 0.386, 0.440, 0.415, 0.374, -0.811, -0.283, -0.279, -0.898, -0.634, -0.592, -0.615, -0.448], "gap_ha": 0.36800, "smiles": "NC(=O)C[C@H](N)C(=O)N[C@@H](CO)C(=O)O", "e_tot_ev": -22178.051, "homo_ev": -9.70, "de_lowest_kcal_mol": 31.2}

---

{"formula": "C7H13N4", "method": "the ωB97M-V functional and the def2-TZVPD basis", "species": ["C", "C", "C", "C", "C", "C", "C", "N", "N", "N", "N", "H", "H", "H", "H", "H", "H", "H", "H", "H", "H", "H", "H", "H"], "xyz": [[1.7923, 0.4539, -0.2447], [-0.3435, 1.3778, 0.6526], [1.0639, 1.5285, 0.5728], [-0.8116, -1.5372, -0.7755], [3.2512, 0.7003, -0.5978], [-3.5616, 0.5703, -0.5289], [0.2786, -1.8025, 1.3686], [1.3731, -0.7503, -0.4113], [-1.3928, 1.0282, 0.2302], [-2.3987, 0.3520, 0.2161], [0.1912, -1.3094, 0.0623], [1.5421, 1.8374, 1.4856], [1.2636, 2.4513, -0.0078], [-1.7258, -2.1385, -0.5119], [-0.6615, -1.1354, -1.7173], [3.2113, 0.9994, -1.7584], [3.6113, -0.2612, -0.7005], [3.9029, 1.3895, -0.0943], [-3.2737, 1.3014, -1.3339], [-4.0074, -0.4767, -0.9034], [-4.3587, 1.0283, 0.2312], [0.2360, -0.8483, 1.9920], [-0.5324, -2.4829, 1.4094], [1.3503, -2.2757, 1.3649]], "forces_ev_per_a": [[0.2, -0.6, 2.7], [-1.6, 0.3, 0.0], [0.9, 1.0, -2.3], [0.7, -0.5, 3.4], [-2.2, 1.0, -4.1], [-2.6, 0.6, -0.4], [2.7, 0.7, 1.0], [1.2, 0.4, -0.9], [1.6, 0.9, 0.9], [0.1, -2.8, 1.0], [-2.3, 1.1, -4.2], [0.4, -0.6, 0.7], [-0.3, -0.1, 0.0], [1.5, 0.7, -0.1], [0.0, 0.6, -1.8], [0.2, -0.1, 2.4], [1.5, -1.9, 0.2], [-0.4, 0.3, 0.6], [-1.2, -0.8, 0.2], [1.1, 2.5, 0.6], [1.4, -0.8, -2.0], [-0.1, -1.8, 0.0], [-0.5, -0.7, 1.2], [-2.2, 0.6, 0.8]], "mulliken_charge": [0.866, -0.105, -0.633, -0.171, -1.261, -0.709, -0.797, -0.757, 0.548, -0.639, 0.300, 0.372, 0.400, 0.253, 0.391, 0.288, 0.438, 0.396, 0.348, 0.231, 0.269, 0.274, 0.375, 0.322], "gap_ha": 0.28752, "e_tot_ev": -13417.077, "homo_ev": -11.94, "de_lowest_kcal_mol": 175.6, "charge": 1}

---

| no. | molar mass (g mol⁻¹) | largest force on an atom (eV Å⁻¹) |
| --- | --- | --- |
| 1 | 187.199 | 4.3 |
| 2 | 461.237 | 0.7 |
| 3 | 219.197 | 5.8 |
| 4 | 153.209 | 4.9 |